Record 1
20
Properties=species:S:1:pos:R:3:nbo_charge:R:1 method="wB97M-V/def2-TZVPD" gap_ev="7.796 / 7.798" homo_energy_ha="-0.300 / -0.300" multiplicity=1 relative_energy_kcal_mol=23.6
C 0.575 -1.904 -0.314 0.630
C 0.490 1.479 1.084 -0.662
C -0.977 1.952 -1.147 -0.704
C -0.680 1.169 0.141 -0.098
N 1.683 -1.110 -0.520 -0.856
N 0.360 -2.376 0.873 -0.312
O -0.214 -1.966 -1.393 -0.664
O 1.238 -1.888 1.847 -0.590
S -3.327 0.003 -0.808 -0.468
S -1.936 0.123 0.549 0.470
H 0.174 2.215 1.757 0.234
H 1.363 1.834 0.647 0.238
H 0.425 0.709 1.773 0.248
H -1.445 1.343 -1.974 0.263
H -0.044 2.280 -1.649 0.219
H -1.665 2.772 -0.884 0.250
H 2.537 -1.473 -0.068 0.409
H 1.750 -0.769 -1.503 0.397
H 0.800 -2.186 2.674 0.485
H -1.105 -2.205 -1.085 0.510

***

Record 2
11
Properties=species:S:1:pos:R:3:nbo_charge:R:1 method="wB97M-V/def2-TZVPD" charge=-1 gap_ev=7.277 homo_energy_ha=-0.104 multiplicity=1 relative_energy_kcal_mol=64.3
N 1.788 0.056 -0.750 -0.897
C 1.094 0.830 0.262 0.126
O -0.100 0.309 0.657 -0.975
H 1.077 -0.152 -1.470 0.346
H 2.107 -0.838 -0.329 0.330
H 1.810 0.949 1.104 0.075
H 0.948 1.838 -0.190 0.069
O -2.397 -1.320 -0.879 -0.632
C -2.181 -0.732 0.182 0.312
H -1.688 -1.265 1.027 0.126
H -2.457 0.326 0.385 0.120

***

Record 3
118
Properties=species:S:1:pos:R:3:mulliken_charge:R:1 method="wB97M-V/def2-TZVPD" smiles=COC[C@H](C)N.COC[C@H](C)N.COC[C@H](C)N.COC[C@H](C)N.OCCO.OCCO.OCCO.OCCO.OCCO gap_ev=8.812 homo_energy_ha=-0.317 multiplicity=1 relative_energy_kcal_mol=323.3
C 3.689 0.432 -1.216 -0.808
O 3.957 0.332 -2.540 0.352
C 4.872 -0.683 -2.790 -0.918
C 5.431 -0.623 -4.185 0.299
C 4.624 0.132 -5.313 -0.970
N 5.735 -1.965 -4.623 -0.750
H 2.962 1.293 -1.125 -0.456
H 4.562 0.660 -0.564 0.425
H 3.156 -0.480 -0.835 0.432
H 5.673 -0.936 -2.055 0.371
H 4.267 -1.642 -2.729 0.272
H 6.381 -0.153 -4.046 0.439
H 5.085 0.320 -6.329 0.366
H 4.289 1.050 -4.878 0.105
H 3.720 -0.388 -5.657 0.195
H 6.554 -2.445 -4.119 0.307
H 4.950 -2.639 -4.389 0.300
C -0.032 -3.774 -6.249 -0.832
O 0.156 -2.502 -5.748 -0.339
C -0.357 -2.410 -4.426 -1.754
C 0.148 -1.203 -3.661 0.698
C 1.547 -0.885 -4.107 -1.241
N 0.058 -1.476 -2.209 0.566
H 0.603 -3.917 -7.128 0.294
H -1.119 -3.949 -6.265 0.340
H 0.165 -4.615 -5.574 0.338
H -1.447 -2.536 -4.469 0.517
H 0.003 -3.276 -3.886 0.572
H -0.451 -0.355 -3.975 0.299
H 1.737 -0.748 -5.143 0.648
H 2.246 -1.675 -3.807 0.260
H 1.950 -0.057 -3.739 0.029
H 0.161 -0.643 -1.571 -0.598
H 0.772 -2.190 -2.134 0.349
C -0.155 -1.457 6.097 -0.900
O 0.412 -1.587 4.804 -0.323
C -0.581 -1.899 3.766 -0.023
C 0.264 -1.895 2.410 0.011
C 1.050 -0.635 2.115 -1.136
N -0.769 -2.083 1.417 -0.340
H -0.929 -0.789 6.208 0.299
H 0.550 -1.116 6.784 0.313
H -0.510 -2.405 6.381 0.383
H -1.020 -2.899 3.979 0.504
H -1.427 -1.199 3.804 -0.330
H 0.926 -2.744 2.552 0.394
H 1.364 -0.602 1.073 0.144
H 1.775 -0.456 2.806 0.831
H 0.337 0.155 2.201 -0.074
H -1.586 -1.581 1.695 -0.213
H -0.655 -1.677 0.513 0.043
C -5.372 1.922 4.470 -1.042
O -4.055 1.539 4.072 -0.510
C -3.032 1.831 5.037 -0.566
C -2.111 2.949 4.434 0.160
C -1.557 2.591 3.023 -1.240
N -0.971 3.126 5.320 -0.764
H -5.507 2.966 4.544 0.324
H -5.641 1.599 5.478 0.340
H -5.975 1.638 3.734 0.366
H -3.226 1.983 6.080 0.578
H -2.360 1.010 5.087 -0.058
H -2.689 3.853 4.382 0.466
H -0.728 3.199 2.783 0.554
H -2.163 2.612 2.204 0.803
H -1.136 1.665 2.856 -0.575
H -1.313 3.529 6.282 0.319
H -0.844 2.213 5.640 0.276
O 1.780 4.986 1.868 -0.670
C 1.453 3.921 1.106 0.301
C 1.849 2.726 2.005 -1.255
O 2.212 1.797 1.276 -0.046
H 1.479 4.971 2.808 0.368
H 0.374 3.943 0.942 0.177
H 1.996 3.857 0.192 -0.260
H 1.111 2.358 2.600 0.725
H 2.543 3.017 2.773 0.669
H 2.904 1.308 1.756 0.239
O -3.019 1.006 -0.390 -0.664
C -1.917 0.327 -0.889 0.467
C -0.735 1.178 -0.383 1.052
O 0.363 0.788 -0.807 0.720
H -3.032 0.676 0.547 -0.155
H -1.820 -0.763 -0.610 -0.672
H -2.003 0.274 -1.938 0.374
H -0.633 1.180 0.704 -0.862
H -0.867 2.225 -0.710 0.345
H 1.047 1.461 -0.673 -0.770
O -5.874 -2.264 1.185 -0.638
C -5.068 -1.061 1.255 -1.176
C -4.053 -1.121 2.312 -0.144
O -3.231 -0.142 2.242 0.903
H -6.416 -2.315 2.013 0.340
H -4.656 -0.914 0.292 0.215
H -5.744 -0.288 1.480 0.556
H -3.454 -1.971 2.050 0.250
H -4.328 -1.308 3.283 0.930
H -3.557 0.377 3.014 -0.309
O 1.953 3.015 -2.444 -0.481
C 2.935 3.973 -2.875 -0.541
C 4.282 3.533 -2.347 0.443
O 5.129 4.381 -2.638 -0.534
H 2.195 2.232 -2.903 0.054
H 2.871 4.052 -3.977 0.342
H 2.742 4.986 -2.466 0.370
H 4.570 2.581 -2.741 -0.210
H 4.220 3.522 -1.256 -0.053
H 5.774 3.935 -3.223 0.452
O -2.106 -3.411 -2.084 -0.698
C -2.724 -3.438 -0.822 0.511
C -3.788 -4.423 -0.584 -0.693
O -4.034 -4.372 0.600 -0.504
H -1.435 -2.714 -2.082 0.498
H -1.912 -3.637 -0.097 0.073
H -3.107 -2.435 -0.667 -0.222
H -3.413 -5.396 -0.869 0.333
H -4.657 -4.421 -1.195 0.392
H -4.613 -3.603 0.817 0.334

***

Record 4
9
Properties=species:S:1:pos:R:3:mulliken_spin:R:1 method="wB97M-V/def2-TZVPD" charge=+1 gap_ev="7.471 / 6.142" homo_energy_ha="-0.417 / -0.607" multiplicity=3 relative_energy_kcal_mol=10.7
C 1.020 0.315 0.690 0.057
O -0.264 -1.172 -1.381 0.083
P -0.568 -0.050 -0.127 0.401
Cl -1.455 1.588 -1.009 0.222
Br -1.816 -1.097 1.281 1.231
H 1.769 0.825 -0.026 0.010
H 1.239 -0.594 1.329 -0.002
H 1.002 1.130 1.323 0.005
H -0.926 -0.945 -2.079 -0.008

***

Record 5
100
Properties=species:S:1:pos:R:3:mulliken_spin:R:1 method="wB97M-V/def2-TZVPD" charge=+1 gap_ev="6.097 / 6.213" homo_energy_ha="-0.334 / -0.341" multiplicity=6 relative_energy_kcal_mol=6.0
Mn 0.387 -0.048 -1.324 4.840
N 0.774 3.737 -3.466 0.008
C -0.381 4.559 -3.454 -0.004
C -0.369 5.769 -4.124 0.001
C -1.502 6.573 -4.128 -0.001
C -2.651 6.150 -3.482 0.001
C -2.664 4.926 -2.825 0.000
C -1.526 4.139 -2.797 0.011
S -1.538 2.632 -1.871 0.019
N -0.147 1.837 -2.448 0.032
C 0.790 2.442 -3.072 0.023
C 2.014 1.641 -3.404 0.007
C 2.958 2.055 -4.329 0.000
C 4.081 1.265 -4.536 0.003
C 4.223 0.092 -3.822 -0.004
C 3.217 -0.260 -2.935 0.019
N 2.140 0.492 -2.736 -0.037
H 1.621 4.147 -3.818 -0.001
H 0.528 6.088 -4.642 0.000
H -1.481 7.523 -4.644 0.000
H -3.540 6.766 -3.486 0.000
H -3.561 4.591 -2.319 0.000
H 2.829 2.959 -4.907 0.000
H 4.831 1.570 -5.254 0.000
H 5.088 -0.545 -3.943 -0.001
H 3.279 -1.173 -2.354 -0.003
C 3.277 -4.588 4.552 0.000
C 2.418 -3.603 3.811 0.001
C 1.631 -2.682 4.477 -0.003
C 0.826 -1.756 3.811 -0.024
C 0.017 -0.838 4.696 -0.002
C 0.808 -1.754 2.409 0.087
As -0.260 -0.586 1.231 -0.222
N 0.957 0.558 0.491 -0.055
C 1.996 1.229 1.126 0.052
C 2.194 1.248 2.508 0.016
C 3.253 1.946 3.072 -0.010
C 4.143 2.655 2.281 0.016
C 3.952 2.659 0.905 -0.009
C 2.900 1.960 0.338 0.018
C -1.623 0.321 2.326 0.052
C -1.750 1.706 2.497 0.004
C -0.751 2.729 2.018 0.006
C -2.856 2.197 3.194 -0.002
C -3.838 1.376 3.715 0.001
C -5.013 1.933 4.470 0.000
C -3.708 0.007 3.512 -0.003
C -2.631 -0.530 2.824 -0.009
C -2.600 -2.024 2.628 0.018
C 1.612 -2.683 1.716 -0.006
C 1.701 -2.737 0.208 0.023
C 2.396 -3.582 2.422 0.001
H 3.164 -4.480 5.630 0.000
H 4.331 -4.447 4.308 0.000
H 3.015 -5.613 4.285 0.000
H 1.641 -2.667 5.562 0.000
H 0.535 -0.698 5.645 0.000
H -0.959 -1.275 4.920 0.000
H -0.174 0.140 4.264 -0.001
H 1.512 0.715 3.151 0.001
H 3.377 1.936 4.148 -0.001
H 4.965 3.200 2.726 0.001
H 4.628 3.215 0.267 0.000
H 2.756 1.978 -0.735 0.041
H -0.310 2.472 1.060 0.006
H 0.069 2.838 2.732 0.001
H -1.237 3.700 1.927 -0.001
H -2.939 3.270 3.332 0.000
H -4.964 3.019 4.531 0.000
H -5.046 1.539 5.487 0.000
H -5.954 1.662 3.986 0.000
H -4.466 -0.665 3.902 0.000
H -3.393 -2.497 3.205 0.000
H -1.656 -2.479 2.927 -0.001
H -2.762 -2.277 1.579 -0.007
H 0.716 -2.797 -0.262 -0.010
H 2.278 -3.609 -0.101 0.006
H 2.207 -1.846 -0.179 0.019
H 3.012 -4.287 1.873 0.000
C -2.794 -3.619 -1.280 -0.001
N -2.270 -2.459 -1.985 -0.001
C -2.914 -1.192 -1.673 0.043
C -1.118 -2.503 -2.688 -0.002
N -0.331 -1.451 -2.748 0.033
N -0.817 -3.667 -3.331 0.003
C -1.825 -4.450 -4.036 0.000
C 0.551 -3.928 -3.739 0.003
H -2.835 -3.405 -0.212 0.001
H -2.148 -4.478 -1.427 0.000
H -3.802 -3.867 -1.620 0.000
H -3.992 -1.307 -1.799 0.002
H -2.561 -0.424 -2.358 -0.006
H -2.712 -0.878 -0.647 -0.011
H 0.298 -1.520 -3.539 0.017
H -2.809 -4.019 -3.890 0.000
H -1.833 -5.485 -3.688 0.000
H -1.605 -4.447 -5.106 0.000
H 0.791 -3.478 -4.710 0.000
H 0.690 -5.005 -3.825 0.000
H 1.242 -3.552 -2.986 0.000

***

Record 6
54
Properties=species:S:1:pos:R:3:nbo_charge:R:1 method="wB97M-V/def2-TZVPD" smiles="CCOC(=O)C1(CCc2ccccc2)CCN(Cc2ccccn2)CC1" gap_ev=9.338 homo_energy_ha=-0.312 multiplicity=1 relative_energy_kcal_mol=28.9
C 3.607 1.920 -1.503 -0.622
C 2.467 0.982 -1.846 -0.074
O 1.825 0.591 -0.632 -0.536
C 0.899 -0.366 -0.733 0.842
O 0.594 -0.874 -1.781 -0.615
C 0.281 -0.683 0.624 -0.166
C 1.383 -1.137 1.601 -0.362
C 2.115 -2.433 1.230 -0.449
C 3.021 -2.284 0.041 0.068
C 4.190 -1.538 0.146 -0.237
C 5.041 -1.398 -0.935 -0.219
C 4.734 -2.004 -2.142 -0.232
C 3.576 -2.753 -2.257 -0.195
C 2.729 -2.895 -1.171 -0.234
C -0.823 -1.735 0.480 -0.397
C -2.043 -1.200 -0.266 -0.212
N -2.560 -0.004 0.373 -0.434
C -3.814 0.421 -0.229 -0.244
C -4.478 1.489 0.597 0.207
C -4.432 2.832 0.229 -0.256
C -5.049 3.770 1.039 -0.170
C -5.691 3.340 2.189 -0.265
C -5.686 1.981 2.464 0.044
N -5.101 1.083 1.694 -0.416
C -1.554 1.038 0.354 -0.232
C -0.353 0.601 1.184 -0.383
H 4.106 2.236 -2.414 0.215
H 3.229 2.796 -0.981 0.209
H 4.322 1.412 -0.862 0.215
H 2.828 0.083 -2.357 0.202
H 1.728 1.470 -2.492 0.182
H 0.916 -1.277 2.580 0.211
H 2.112 -0.330 1.689 0.215
H 2.721 -2.725 2.093 0.218
H 1.392 -3.229 1.049 0.211
H 4.436 -1.068 1.088 0.207
H 5.949 -0.820 -0.836 0.212
H 5.396 -1.893 -2.988 0.213
H 3.329 -3.228 -3.194 0.214
H 1.827 -3.481 -1.272 0.215
H -0.449 -2.599 -0.068 0.218
H -1.131 -2.051 1.478 0.212
H -2.827 -1.962 -0.249 0.200
H -1.771 -1.010 -1.317 0.184
H -4.475 -0.448 -0.250 0.221
H -3.669 0.784 -1.264 0.165
H -3.927 3.132 -0.678 0.217
H -5.030 4.819 0.777 0.216
H -6.184 4.037 2.849 0.219
H -6.178 1.587 3.345 0.191
H -1.982 1.944 0.792 0.211
H -1.233 1.273 -0.680 0.159
H 0.389 1.400 1.213 0.221
H -0.698 0.404 2.200 0.215

***

Record 7
109
Properties=species:S:1:pos:R:3:mulliken_charge:R:1 method="wB97M-V/def2-TZVPD" charge=+1 gap_ev=7.755 homo_energy_ha=-0.412 multiplicity=1
C 0.867 0.529 6.869 -0.881
C 0.191 1.796 6.011 -0.087
C -1.118 1.169 5.251 -0.887
C -1.354 1.703 3.716 0.331
N -0.549 2.919 3.327 0.077
C -0.216 2.984 1.858 0.402
C 0.174 4.588 1.593 -1.059
C 1.022 5.256 2.847 0.560
C 2.198 6.201 2.125 -1.076
O 0.218 6.107 3.737 -0.516
C -1.367 2.487 0.750 -1.372
B -2.852 3.191 0.789 1.255
C -4.213 2.494 1.459 -0.888
O -2.996 4.551 0.230 -0.670
N -0.648 2.347 -0.608 1.000
C -1.197 2.372 -2.015 -1.156
C -1.329 0.773 -2.485 0.029
C -2.345 -0.094 -1.510 -0.212
O -1.664 -0.861 -0.455 -0.427
C 0.721 2.114 -0.420 -0.429
C 1.900 1.892 -1.573 -1.096
P 2.549 0.056 -1.614 0.981
O 3.951 -0.099 -0.886 -0.689
O 2.781 -0.365 -3.311 -0.588
O 1.330 -1.074 -1.008 -0.360
C 1.008 2.094 1.229 1.393
C 2.561 2.658 1.315 -1.234
C 1.235 0.534 1.787 -0.769
N 1.688 0.657 3.258 -0.141
H 0.246 0.285 7.840 0.310
H 2.002 0.740 7.063 0.293
H 0.796 -0.452 6.194 0.115
H 1.039 2.191 5.307 -0.021
H -0.076 2.614 6.833 0.393
H -1.117 -0.014 5.225 0.209
H -2.083 1.469 5.886 0.340
H -1.254 0.779 3.008 -0.242
H -2.501 2.031 3.659 0.190
H -1.217 3.733 3.485 0.452
H 0.769 4.722 0.567 0.146
H -0.791 5.268 1.470 0.379
H 1.633 4.411 3.426 -0.087
H 3.186 5.587 1.901 0.224
H 1.781 6.626 1.092 0.259
H 2.496 7.124 2.778 0.440
H 0.463 7.086 3.574 0.408
H -1.649 1.342 0.941 -0.214
H -4.634 3.260 2.260 0.300
H -5.024 2.267 0.616 0.273
H -3.983 1.477 2.005 0.285
H -2.122 4.735 -0.239 0.306
H -2.261 2.842 -2.134 0.592
H -0.488 2.985 -2.755 0.221
H -0.258 0.298 -2.562 0.067
H -1.790 0.779 -3.562 0.233
H -3.122 0.623 -0.970 -0.076
H -2.882 -0.897 -2.208 0.412
H -1.627 -1.842 -0.655 0.288
H 1.491 2.076 -2.679 0.349
H 2.796 2.673 -1.460 0.536
H 3.652 -0.004 -3.652 0.362
H 1.657 -2.022 -1.088 0.254
H 2.663 3.647 0.655 0.232
H 3.355 1.904 0.837 0.273
H 2.922 2.907 2.399 0.314
H 0.288 -0.141 1.655 0.036
H 2.122 -0.016 1.242 0.335
H 2.669 0.262 3.352 0.275
H 1.028 0.083 3.834 0.025
C 1.749 -4.102 1.014 -0.193
C 1.641 -5.338 1.846 -0.376
O 1.187 -4.851 3.095 -0.315
C 0.560 -3.662 2.853 0.484
O -0.097 -3.050 3.678 -0.558
O 0.764 -3.249 1.568 -0.083
H 1.546 -4.293 -0.044 0.324
H 2.727 -3.619 1.107 0.364
H 0.903 -6.044 1.452 0.283
H 2.600 -5.851 1.956 0.134
C -4.825 0.118 -6.673 -0.103
C -5.265 -0.743 -5.533 -0.291
O -4.493 -0.265 -4.448 -0.265
C -4.138 1.018 -4.748 0.584
O -3.613 1.789 -3.962 -0.530
O -4.448 1.327 -6.041 -0.327
H -5.626 0.292 -7.397 0.325
H -3.955 -0.294 -7.196 0.148
H -6.327 -0.613 -5.297 0.284
H -5.068 -1.803 -5.712 0.214
C 7.035 -6.595 2.095 -0.299
C 6.883 -6.210 3.531 -0.322
O 6.026 -5.086 3.477 -0.278
C 5.322 -5.178 2.311 0.574
O 4.373 -4.468 2.021 -0.570
O 5.817 -6.169 1.513 -0.304
H 7.170 -7.673 1.965 0.294
H 7.863 -6.071 1.607 0.280
H 6.401 -6.994 4.125 0.260
H 7.838 -5.949 3.995 0.287
C -2.765 -4.435 -9.126 -0.371
C -2.917 -4.050 -7.690 -0.323
O -3.774 -2.925 -7.743 -0.211
C -4.478 -3.018 -8.909 0.597
O -5.426 -2.308 -9.199 -0.524
O -3.983 -4.009 -9.707 -0.321
H -2.630 -5.512 -9.256 0.313
H -1.937 -3.911 -9.614 0.259
H -3.399 -4.834 -7.095 0.264
H -1.962 -3.789 -7.226 0.310

***

Record 8
26
Properties=species:S:1:pos:R:3:nbo_charge:R:1 method="wB97M-V/def2-TZVPD" smiles=C[C@H](O)N(C)N(C)[C@H](C)O gap_ev=9.712 homo_energy_ha=-0.328 multiplicity=1 relative_energy_kcal_mol=62.8
C 2.322 -0.170 -1.568 -0.632
C 1.641 -0.033 -0.212 0.253
O 2.318 -0.901 0.684 -0.739
N 0.215 -0.268 -0.314 -0.323
C -0.186 -1.567 -0.830 -0.443
N -0.467 0.194 0.834 -0.322
C -0.726 -0.789 1.882 -0.439
C -1.680 0.987 0.536 0.243
C -1.620 1.621 -0.848 -0.631
O -1.696 1.956 1.547 -0.716
H 1.751 0.360 -2.325 0.217
H 2.405 -1.219 -1.836 0.214
H 3.325 0.241 -1.507 0.222
H 1.737 1.004 0.142 0.165
H 2.103 -0.645 1.587 0.470
H 0.254 -2.406 -0.279 0.189
H -1.271 -1.642 -0.783 0.202
H 0.110 -1.632 -1.875 0.209
H 0.173 -1.363 2.094 0.200
H -1.533 -1.488 1.625 0.173
H -1.022 -0.241 2.775 0.223
H -2.603 0.398 0.661 0.151
H -1.699 0.867 -1.626 0.215
H -2.434 2.337 -0.935 0.220
H -0.679 2.152 -0.977 0.210
H -0.740 2.248 1.547 0.469

***

What are the DFT total energy values for these records? In order: -33052.954, -7755.477, -62772.944, -94991.766, -156734.089, -30344.528, -83296.209, -13555.428 eV.